Here is C6H17BGaNO5PS as an isolated structure from the OMol25 dataset. Energies are from the ωB97M-V functional and the def2-TZVPD basis.

Output
HOMO = -4.31 eV
largest force on an atom = 2.5 eV/A
HOMO-LUMO gap = 7.2 eV
molecular weight = 326.78 g mol⁻¹
LUMO = 2.89 eV

```
! RIJCOSX wB97M-V def2-TZVPD def2/J DEFGRID3
* xyz -1 1
C -4.816 -0.071 0.031
C -4.073 -0.373 -1.250
O -4.437 0.101 -2.328
O -3.057 -1.268 -1.172
C -1.944 -0.861 -0.350
C -1.187 -2.103 0.108
C 0.316 -2.002 -0.060
C 0.995 -1.042 0.921
Ga 1.138 0.901 0.305
B 2.312 0.925 -1.487
N 3.718 0.637 -1.432
O 1.761 1.225 -2.726
P 2.418 2.085 1.960
O 3.596 2.984 1.248
O 3.357 1.061 2.828
S 1.381 3.213 3.166
H -5.771 -0.573 0.004
H -4.988 0.993 0.084
H -4.248 -0.372 0.898
H -2.295 -0.303 0.508
H -1.294 -0.202 -0.908
H -1.542 -2.914 -0.519
H -1.443 -2.321 1.138
H 0.557 -1.783 -1.096
H 0.707 -3.003 0.122
H 0.507 -1.119 1.888
H 2.013 -1.389 1.083
H -0.284 1.602 0.089
H 3.931 -0.081 -0.761
H 4.172 0.467 -2.322
H 0.998 1.770 -2.563
H 3.409 3.038 0.310
H 4.093 0.778 2.285
*
```



Here is C6H17CuNO6P as an isolated structure from the OMol25 dataset. Energies are from the ωB97M-V functional and the def2-TZVPD basis.

Output
HOMO (spin up / spin down) = 4.79 / 3.20 eV
largest force on an atom = 3.6 eV/A
HOMO-LUMO gap (spin up / spin down) = 2.7 / 4.3 eV
⟨S²⟩ = 0.751
molecular weight = 293.72 g mol⁻¹
LUMO (spin up / spin down) = 7.54 / 7.51 eV

```
! RIJCOSX wB97M-V def2-TZVPD def2/J DEFGRID3
* xyz -3 2
Cu 0.387 -0.534 -0.501
P 1.574 -2.612 -1.515
O 0.145 -2.269 -1.999
O 2.495 -1.623 -2.334
O 2.017 -4.061 -1.870
O 1.750 -2.343 0.022
C 3.140 2.368 -0.004
C 3.134 0.865 -0.427
O 2.161 0.743 -1.476
H 3.950 2.493 0.714
H 2.235 2.689 0.513
H 3.367 2.978 -0.878
H 2.826 0.301 0.453
H 4.091 0.474 -0.774
H 2.250 -0.132 -1.860
C -3.592 1.429 0.214
C -2.144 1.001 0.527
C -2.184 -0.387 1.072
O -0.885 -0.767 1.490
C -0.806 -2.113 1.935
N -1.374 1.159 -0.726
H -4.280 1.418 1.060
H -4.018 0.823 -0.586
H -3.628 2.460 -0.136
H -1.780 1.676 1.301
H -2.414 -0.991 0.194
H -2.869 -0.538 1.906
H -0.855 -2.832 1.118
H -1.608 -2.451 2.591
H 0.151 -2.303 2.419
H -1.296 2.148 -0.912
H -1.940 0.932 -1.532
*
```



Here is C6H17N as an isolated structure from the OMol25 dataset. Energies are from the ωB97M-V functional and the def2-TZVPD basis.

Output
HOMO = -9.49 eV
largest force on an atom = 6.8 eV/A
HOMO-LUMO gap = 10.4 eV
molecular weight = 103.21 g mol⁻¹
LUMO = 0.95 eV

```
! RIJCOSX wB97M-V def2-TZVPD def2/J DEFGRID3
* xyz 0 1
C -0.095 2.896 1.590
C -1.292 -0.902 1.462
C -0.769 -0.788 0.015
C 0.333 -1.772 -0.525
C 0.921 -1.487 -1.909
C 1.959 -2.381 -2.465
H -0.699 4.796 0.904
H -1.964 3.743 1.507
H -0.062 2.539 2.578
H -0.298 1.889 0.866
H 0.947 3.159 1.335
H -1.744 -1.845 1.811
H -0.293 -0.715 2.081
H -2.100 -0.107 1.613
H -0.264 0.186 0.033
H -1.697 -0.706 -0.583
H 1.124 -1.713 0.145
H 0.009 -2.775 -0.564
H 1.392 -0.627 -1.920
H 0.084 -1.383 -2.635
H 1.137 -3.252 -3.148
H 2.793 -2.166 -3.264
H 2.756 -2.949 -1.613
N -1.065 4.077 1.692
*
```



Here is C6H17N2 as an isolated structure from the OMol25 dataset. Energies are from the ωB97M-V functional and the def2-TZVPD basis.

Output
HOMO = -13.54 eV
largest force on an atom = 5.1 eV/A
HOMO-LUMO gap = 5.2 eV
molecular weight = 117.22 g mol⁻¹
LUMO = -8.33 eV

```
! RIJCOSX wB97M-V def2-TZVPD def2/J DEFGRID3
* xyz 1 1
C -0.320 -0.231 -0.151
N 0.700 0.290 -0.946
C 0.348 3.125 -1.755
C 1.236 3.382 -0.519
C -0.042 -1.700 0.434
N -1.247 -1.639 1.791
C -2.403 -2.500 1.801
C 1.496 -1.813 0.289
H -1.276 -0.411 -0.714
H -0.595 0.620 0.548
H 0.566 0.107 -1.926
H 0.856 3.494 -2.622
H 0.338 2.042 -1.870
H 1.997 4.066 -0.682
H 0.609 3.738 0.339
H 1.700 2.431 -0.238
H -0.531 -2.406 -0.330
H -0.695 3.635 -1.605
H -0.290 -2.282 1.540
H -2.513 -3.150 0.932
H -2.352 -3.286 2.543
H -3.249 -2.011 2.319
H 1.933 -1.145 1.047
H 1.910 -2.843 0.440
H 1.824 -1.514 -0.667
*
```



Here is a 2-piece molecular cluster, C6H17N2 overall from the OMol25 dataset. Energies are from the ωB97M-V functional and the def2-TZVPD basis.

Output
HOMO = -13.54 eV
largest force on an atom = 2.2 eV/A
HOMO-LUMO gap = 6.8 eV
molecular weight = 117.22 g mol⁻¹
LUMO = -6.77 eV

```
! RIJCOSX wB97M-V def2-TZVPD def2/J DEFGRID3
* xyz 1 1
N -1.656 2.026 2.473
C -0.100 0.296 0.567
C 1.216 0.664 0.035
C 1.125 0.793 -1.548
C 2.454 1.150 -2.210
C -0.466 -1.117 0.907
N -0.725 -1.841 -0.353
C -1.631 -2.966 -0.126
H -0.742 2.069 2.035
H -2.012 2.965 2.295
H -1.460 2.011 3.471
H -1.026 0.844 0.727
H 1.953 -0.070 0.345
H 1.528 1.648 0.394
H 0.682 -0.103 -1.981
H 0.400 1.602 -1.668
H 3.189 0.352 -2.136
H 2.866 2.011 -1.677
H 2.309 1.435 -3.251
H -1.330 -1.117 1.559
H 0.283 -1.685 1.467
H -1.137 -1.198 -1.024
H -1.210 -3.825 0.394
H -2.528 -2.639 0.412
H -1.980 -3.304 -1.105
*
```



Here is an isolated ion of composition C6H17N2 and charge +1 from the OMol25 dataset. Energies are from the ωB97M-V functional and the def2-TZVPD basis.

Output
HOMO = -13.15 eV
largest force on an atom = 6.6 eV/A
HOMO-LUMO gap = 9.7 eV
molecular weight = 117.22 g mol⁻¹
LUMO = -3.45 eV
SMILES = CC(C)NC[C@@H](C)[NH3+]

```
! RIJCOSX wB97M-V def2-TZVPD def2/J DEFGRID3
* xyz 1 1
C 2.632 -0.642 -0.431
C 1.750 0.373 0.250
C 2.055 1.912 0.008
N 0.390 0.069 -0.232
C -0.631 0.122 0.803
C -1.902 -0.632 0.411
C -2.803 0.312 -0.192
N -1.370 -1.939 -0.375
H 3.662 -1.090 0.176
H 3.260 -0.263 -1.356
H 2.053 -1.456 -0.665
H 1.716 0.245 1.320
H 1.691 2.235 -0.985
H 1.532 2.478 0.868
H 3.101 2.263 0.119
H 0.141 0.829 -0.978
H -0.280 -0.222 1.768
H -0.940 1.230 1.048
H -2.506 -1.235 1.138
H -2.284 1.325 -0.510
H -3.432 0.109 -1.008
H -3.707 0.527 0.445
H -0.545 -2.172 0.108
H -2.217 -2.536 -0.261
H -1.365 -1.842 -1.470
*
```



Here is an isolated ion of composition C6H17N2 and charge +1 from the OMol25 dataset. Energies are from the ωB97M-V functional and the def2-TZVPD basis.

Output
HOMO = -12.65 eV
largest force on an atom = 3.7 eV/A
HOMO-LUMO gap = 9.3 eV
molecular weight = 117.22 g mol⁻¹
LUMO = -3.37 eV
SMILES = CC[C@H]([NH3+])CN(C)C

```
! RIJCOSX wB97M-V def2-TZVPD def2/J DEFGRID3
* xyz 1 1
C -1.560 2.775 -0.264
C -0.501 2.160 0.687
C 0.471 1.025 0.365
N 1.086 0.961 -1.018
C -0.162 -0.396 0.566
N 0.427 -1.595 0.049
C -0.451 -2.181 -1.070
C 0.776 -2.693 0.920
H -2.020 3.698 0.100
H -1.217 2.772 -1.358
H -2.362 2.038 -0.411
H 0.100 3.002 1.006
H -1.082 1.809 1.535
H 1.304 0.927 1.089
H 0.759 0.131 -1.583
H 0.701 1.718 -1.612
H 2.096 0.963 -1.136
H -1.289 -0.336 0.251
H -0.269 -0.381 1.650
H 0.355 -2.559 -1.820
H -1.141 -1.406 -1.394
H -1.042 -2.986 -0.624
H 0.205 -3.618 1.057
H 0.863 -2.326 1.951
H 1.767 -3.126 0.700
*
```



Here is an isolated ion of composition C6H17N2 and charge +1 from the OMol25 dataset. Energies are from the ωB97M-V functional and the def2-TZVPD basis.

Output
HOMO = -12.84 eV
largest force on an atom = 4.1 eV/A
HOMO-LUMO gap = 9.6 eV
molecular weight = 117.22 g mol⁻¹
LUMO = -3.26 eV
SMILES = CCCNCC[NH2+]C

```
! RIJCOSX wB97M-V def2-TZVPD def2/J DEFGRID3
* xyz 1 1
C -2.024 -3.566 0.893
C -1.613 -2.155 0.246
C -0.733 -1.207 0.986
N -0.116 -0.159 0.109
C 1.035 0.499 0.592
C 1.039 2.121 0.405
N 0.516 2.395 -1.006
C 1.594 2.456 -2.026
H -2.926 -3.232 1.469
H -2.359 -4.353 0.113
H -1.250 -3.929 1.616
H -0.854 -2.455 -0.614
H -2.608 -1.563 0.037
H -0.069 -1.813 1.665
H -1.152 -0.605 1.735
H 0.129 -0.373 -0.944
H 1.045 0.291 1.653
H 1.996 0.146 0.296
H 0.634 2.624 1.225
H 2.106 2.370 0.512
H -0.236 1.679 -1.229
H 0.083 3.373 -1.004
H 1.982 3.534 -2.113
H 1.404 2.143 -3.050
H 2.380 1.778 -1.566
*
```



Here is C6H17N2O5Y2 as an isolated structure from the OMol25 dataset. Energies are from the ωB97M-V functional and the def2-TZVPD basis.

Output
HOMO = -17.42 eV
largest force on an atom = 4.5 eV/A
HOMO-LUMO gap = 5.5 eV
molecular weight = 375.02 g mol⁻¹
LUMO = -11.89 eV

```
! RIJCOSX wB97M-V def2-TZVPD def2/J DEFGRID3
* xyz 3 1
Y -2.156 0.468 -1.717
Y -2.997 3.283 0.146
O -3.238 2.529 -2.005
H -2.897 3.094 -2.719
O -3.692 0.978 -0.046
H -3.915 0.628 0.830
O -1.173 2.085 -0.379
H -0.380 2.056 0.184
C -1.483 -1.723 0.989
O -1.334 -0.798 0.119
N -0.591 -2.605 1.287
C -0.931 -3.690 2.236
C 0.563 -2.895 0.435
H -2.381 -1.820 1.603
H -1.438 -4.481 1.689
H -1.604 -3.333 3.017
H -0.044 -4.025 2.763
H 1.461 -2.792 1.045
H 0.525 -3.940 0.126
H 0.562 -2.268 -0.446
C 1.811 1.783 0.671
O 1.944 2.758 1.363
N 2.379 1.572 -0.556
C 1.956 0.414 -1.257
C 2.948 2.654 -1.339
H 1.219 0.885 0.969
H 2.590 0.200 -2.118
H 0.951 0.629 -1.692
H 2.017 -0.496 -0.664
H 2.215 3.092 -2.023
H 3.273 3.426 -0.642
H 3.841 2.332 -1.868
*
```